# 1
Here is a structure of composition ClHNO2S2 from OMol25. Energies are from the ωB97M-V functional and the def2-TZVPD basis.

ORCA input file:
```
! RIJCOSX wB97M-V def2-TZVPD def2/J DEFGRID3
* xyz -1 1
N 0.2819 0.0411 0.7391
O -1.7455 -0.3105 -0.5160
O -1.1227 1.9892 0.0588
S 1.8249 0.2150 0.8658
S -0.4774 0.8166 -0.5276
Cl 2.5934 -1.5731 -0.4257
H -1.3547 -1.1785 -0.1945
*
```

Calculated values
* highest occupied orbital energy: -3.95 eV
* maximum force: 0.033 Eh/bohr
* energy relative to the best compared isomer or geometry (same formula, charge and spin): 11.37 kcal per mole
* gap between HOMO and LUMO: 7.488 eV
* LUMO level: 3.54 eV

---

# 2
Here is a structure of composition ClHNO2S2 from OMol25. Energies are from the ωB97M-V functional and the def2-TZVPD basis.

ORCA input file:
```
! RIJCOSX wB97M-V def2-TZVPD def2/J DEFGRID3
* xyz -1 1
N 0.1259 0.2590 -0.3320
O 1.1635 -1.7961 0.4932
O 0.8414 0.0281 2.2235
S -0.5819 1.6126 -0.6967
S 0.2526 -0.8776 1.2228
Cl -2.5371 1.2631 -1.7388
H 0.7356 -0.4891 -1.1721
*
```

Calculated values
* highest occupied orbital energy: -4.40 eV
* maximum force: 0.093 Eh/bohr
* energy relative to the best compared isomer or geometry (same formula, charge and spin): 14.80 kcal per mole
* gap between HOMO and LUMO: 7.831 eV
* LUMO level: 3.43 eV

---

# 3
Here is the molecule ClHNO3P from OMol25. Energies are from the ωB97M-V functional and the def2-TZVPD basis.

ORCA input file:
```
! RIJCOSX wB97M-V def2-TZVPD def2/J DEFGRID3
* xyz 0 1
N 1.0996 -1.0069 -0.3227
O -1.8038 0.1497 -0.2681
O 0.5234 -0.0773 -0.9459
O -0.0125 -0.1694 1.5239
P -0.5703 0.6162 0.4314
Cl -0.2847 2.5016 0.2657
H 1.0483 -2.0140 -0.6843
*
```

Calculated values
* highest occupied orbital energy (alpha / beta): -10.85 / -10.84 eV
* maximum force: 0.084 Eh/bohr
* energy relative to the best compared isomer or geometry (same formula, charge and spin): 33.16 kcal per mole
* gap between HOMO and LUMO (alpha / beta): 7.961 / 7.965 eV
* LUMO level (alpha / beta): -2.89 / -2.87 eV

---

# 4
Here is a cluster of 2 separate species, ClHNP in total from OMol25. Energies are from the ωB97M-V functional and the def2-TZVPD basis.

ORCA input file:
```
! RIJCOSX wB97M-V def2-TZVPD def2/J DEFGRID3
* xyz 0 1
N 0.6082 -0.0325 0.6410
P 1.8400 -0.8082 0.9886
Cl 2.6631 -3.0397 -1.4165
H -0.1180 -0.4958 0.0250
*
```

Calculated values
* highest occupied orbital energy (alpha / beta): -9.00 / -9.17 eV
* maximum force: 0.043 Eh/bohr
* energy relative to the best compared isomer or geometry (same formula, charge and spin): 49.64 kcal per mole
* gap between HOMO and LUMO (alpha / beta): 5.948 / 6.286 eV
* LUMO level (alpha / beta): -3.05 / -2.88 eV